Entry from OMol25: a molecular structure, C57H61CrN11O2 (ωB97M-V with the def2-TZVPD basis set).

Each line ends with the Löwdin charge.
Positions of all 132 atoms, in Å:
1 Cr 0.2085 -0.1030 0.3716  0.66
2 C 0.3576 -3.6314 -0.2001  -0.30
3 O 0.1086 -2.2564 -0.1332  -0.44
4 H -0.5483 -4.2305 -0.1071  0.04
5 H 0.8747 -3.9772 -1.0952  0.05
6 H 0.9099 -3.9342 0.6895  0.04
7 C 0.0952 3.1015 1.8765  -0.29
8 O 0.2445 1.9597 1.0930  -0.44
9 H -0.9589 3.1762 2.1438  0.03
10 H 0.5799 3.0987 2.8528  0.05
11 H 0.4222 4.0204 1.3899  0.06
12 N -0.1385 -0.7288 2.6141  0.05
13 C 0.5844 -0.1074 3.6077  -0.09
14 C 0.3723 -0.2836 5.0023  -0.05
15 C -0.6029 -1.1741 5.3878  -0.08
16 C -1.4172 -1.7823 4.4421  -0.08
17 C -1.1269 -1.5329 3.0976  -0.15
18 H 1.3368 0.6022 3.2968  0.10
19 H 0.9894 0.1764 5.7599  0.11
20 H -0.8364 -1.4263 6.4116  0.11
21 H -2.2296 -2.4599 4.6592  0.10
22 H -1.5960 -1.9621 2.2246  0.09
23 N 2.5924 -3.2491 3.6154  0.06
24 C 3.7852 -3.9522 3.6414  -0.10
25 C 3.7574 -5.3972 3.7668  -0.07
26 C 2.5063 -6.0182 3.7920  -0.07
27 C 1.3315 -5.2175 3.6846  -0.07
28 C 1.4092 -3.8609 3.7359  -0.16
29 H 4.7431 -3.4937 3.4447  0.08
30 H 4.6464 -6.0103 3.7848  0.09
31 H 2.4784 -7.0979 3.7930  0.10
32 H 0.3428 -5.6490 3.7363  0.10
33 H 0.5103 -3.2627 3.7140  0.08
34 N -5.1398 2.7573 4.5638  0.05
35 C -4.3599 3.8169 5.0097  -0.12
36 C -2.9662 3.6833 5.1100  -0.05
37 C -2.4216 2.4697 4.6331  -0.10
38 C -3.1783 1.4439 4.2034  -0.10
39 C -4.5512 1.6378 4.1252  -0.16
40 H -4.8438 4.7479 5.2656  0.10
41 H -2.3019 4.5020 5.3443  0.10
42 H -1.3455 2.3912 4.5860  0.09
43 H -2.7474 0.5008 3.9013  0.08
44 H -5.1950 0.8199 3.8373  0.10
45 N -4.1441 6.0913 1.7927  0.06
46 C -4.1634 7.1677 0.9367  -0.13
47 C -3.4918 7.1132 -0.2665  -0.07
48 C -2.8965 5.8832 -0.6117  -0.09
49 C -2.9407 4.7805 0.1900  -0.08
50 C -3.6222 4.9258 1.3727  -0.15
51 H -4.4475 8.1216 1.3559  0.10
52 H -3.3116 7.9784 -0.8872  0.10
53 H -2.3238 5.8713 -1.5273  0.10
54 H -2.4902 3.8463 -0.1114  0.09
55 H -3.7090 4.1219 2.0886  0.08
56 N -2.0540 0.1092 0.0206  0.03
57 C -2.9359 0.8991 0.7060  -0.12
58 C -4.2813 1.1463 0.3940  -0.06
59 C -4.8033 0.5103 -0.7523  -0.04
60 C -3.9364 -0.3851 -1.4747  -0.05
61 C -2.6038 -0.5597 -1.0563  -0.12
62 H -2.5219 1.4973 1.5043  0.09
63 H -4.9131 1.7583 1.0206  0.10
64 H -5.7922 0.6464 -1.1645  0.10
65 H -4.2208 -0.9690 -2.3376  0.10
66 H -1.8949 -1.1891 -1.5737  0.08
67 N 5.4515 -0.4202 -3.6685  0.08
68 C 5.1405 -0.9186 -4.8923  -0.17
69 C 4.4142 -2.0358 -5.1267  -0.09
70 C 3.8269 -2.6503 -4.0112  -0.06
71 C 4.0829 -2.1787 -2.6950  -0.06
72 C 4.9022 -1.0643 -2.6013  -0.13
73 H 5.5059 -0.3913 -5.7611  0.10
74 H 4.3349 -2.3889 -6.1443  0.11
75 H 3.1093 -3.4144 -4.2710  0.10
76 H 3.5446 -2.6116 -1.8649  0.09
77 H 5.0010 -0.6283 -1.6182  0.08
78 N -5.1719 -2.9014 3.2435  0.07
79 C -4.5633 -2.5191 2.0680  -0.14
80 C -3.6965 -3.3412 1.4041  -0.10
81 C -3.3198 -4.5840 1.9244  -0.04
82 C -3.8259 -4.8948 3.2156  -0.08
83 C -4.7792 -4.0678 3.7889  -0.17
84 H -4.8501 -1.6057 1.5682  0.09
85 H -3.3478 -2.9674 0.4527  0.09
86 H -2.6000 -5.2481 1.4691  0.10
87 H -3.5948 -5.8346 3.6949  0.09
88 H -5.3066 -4.4700 4.6412  0.10
89 N 0.5227 0.5007 -1.7310  0.03
90 C 1.1644 -0.2736 -2.7046  -0.09
91 C 1.2934 0.1817 -4.0005  -0.07
92 C 0.7561 1.4319 -4.4148  -0.05
93 C 0.1497 2.2242 -3.4491  -0.09
94 C 0.0671 1.7642 -2.1600  -0.10
95 H 1.5811 -1.1902 -2.3140  0.09
96 H 1.8505 -0.4432 -4.6828  0.10
97 H 0.8954 1.6603 -5.4611  0.11
98 H -0.2943 3.1663 -3.7347  0.11
99 H -0.4132 2.4813 -1.5108  0.10
100 N -1.2420 -3.0262 -7.5222  0.05
101 C -1.1465 -3.7513 -6.4023  -0.16
102 C -1.1787 -3.2158 -5.1004  -0.06
103 C -1.3172 -1.8113 -5.0135  -0.07
104 C -1.4897 -0.9978 -6.1896  -0.05
105 C -1.3295 -1.6877 -7.3955  -0.16
106 H -0.9937 -4.8149 -6.5109  0.10
107 H -1.0007 -3.8029 -4.2116  0.10
108 H -1.4692 -1.4423 -4.0099  0.08
109 H -1.5936 0.0660 -6.0346  0.09
110 H -1.3973 -1.0868 -8.2903  0.10
111 N 2.5267 -0.1492 0.5379  0.04
112 C 3.2285 1.0535 0.4181  -0.10
113 C 4.5824 1.1767 0.6065  -0.09
114 C 5.3478 0.1273 1.0086  -0.09
115 C 4.7412 -1.1280 1.2065  -0.05
116 C 3.3504 -1.2206 0.9147  -0.09
117 H 2.6518 1.8801 0.0301  0.10
118 H 4.9541 2.0919 0.1700  0.11
119 H 6.4208 0.2059 1.1028  0.11
120 H 5.3706 -1.9876 1.3836  0.09
121 H 2.9452 -2.2196 0.8493  0.09
122 N 4.6407 5.5442 -3.5578  0.04
123 C 5.5104 4.5481 -3.8902  -0.14
124 C 5.2160 3.2129 -3.6980  -0.08
125 C 3.9467 2.8480 -3.2888  -0.09
126 C 3.0999 3.8280 -2.7974  -0.07
127 C 3.4661 5.1815 -2.9671  -0.13
128 H 6.4651 4.8745 -4.2754  0.10
129 H 5.8914 2.4430 -4.0408  0.09
130 H 3.6552 1.8172 -3.1514  0.08
131 H 2.1652 3.5803 -2.3164  0.08
132 H 2.9676 6.0234 -2.5097  0.10

Results
Spin multiplicity: 5
Calculated total energy, a.u.: -4005.73028
Kohn-Sham gap (alpha / beta), eV: 6.489 / 7.572
⟨S²⟩: 6.01



Entry from OMol25: a molecular structure, C38H24BrF5NO4P2S2SeTi (ωB97M-V with the def2-TZVPD basis set).

Each line ends with the Löwdin charge.
Positions of all 79 atoms, in Å:
1 Ti -1.3268 -1.1591 0.6947  0.75
2 O -1.8201 0.7804 4.3161  0.12
3 C -1.9933 -0.0319 3.3035  -0.55
4 O -1.0486 -0.4375 2.6454  -0.13
5 C -3.3555 -0.2789 2.7735  -0.29
6 C -4.5757 0.1356 3.2805  0.00
7 C -5.7007 -0.0719 2.5070  -0.03
8 C -5.5854 -0.6437 1.2430  0.02
9 C -4.3267 -1.0005 0.8130  -0.16
10 N -3.2565 -0.8309 1.5761  0.06
11 C -3.9603 -1.4801 -0.5764  -0.55
12 O -4.8071 -1.7727 -1.3951  0.07
13 O -2.6713 -1.5025 -0.7566  -0.14
14 H -0.8739 1.0609 4.2546  0.05
15 H -4.6184 0.5945 4.2570  0.12
16 H -6.6719 0.2361 2.8733  0.10
17 H -6.4303 -0.7857 0.5848  0.12
18 S -2.5734 2.2751 0.5486  0.27
19 P -0.8401 1.8376 -0.3348  0.38
20 C 0.0523 0.4945 0.2548  -0.62
21 P 1.3198 0.7802 1.3707  0.45
22 S 1.1156 1.8874 3.0432  0.28
23 C 1.8999 -0.9032 1.8262  -0.33
24 C 2.3725 -1.7691 0.8388  -0.10
25 C 2.7438 -3.0662 1.1546  -0.10
26 C 2.6269 -3.5206 2.4618  -0.11
27 C 2.1572 -2.6678 3.4480  -0.09
28 C 1.8089 -1.3616 3.1345  -0.11
29 C 2.7915 1.4439 0.4675  -0.31
30 C 3.6838 2.3280 1.0626  -0.10
31 C 4.7787 2.8087 0.3552  -0.10
32 C 4.9991 2.4045 -0.9532  -0.11
33 C 4.1119 1.5230 -1.5575  -0.10
34 C 3.0129 1.0564 -0.8532  -0.11
35 C 0.2021 3.3474 -0.4242  -0.33
36 C 0.1591 4.2734 0.6123  -0.13
37 C 1.0119 5.3679 0.6092  -0.09
38 C 1.9095 5.5511 -0.4330  -0.11
39 C 1.9457 4.6415 -1.4814  -0.10
40 C 1.0942 3.5466 -1.4752  -0.09
41 C -1.1768 1.5517 -2.1172  -0.34
42 C -0.5141 0.5504 -2.8137  -0.09
43 C -0.7542 0.3533 -4.1690  -0.08
44 C -1.6530 1.1686 -4.8379  -0.11
45 C -2.3200 2.1746 -4.1464  -0.10
46 C -2.0890 2.3595 -2.7933  -0.10
47 H 2.4364 -1.4300 -0.1865  0.09
48 H 3.0950 -3.7321 0.3742  0.10
49 H 2.8781 -4.5462 2.7043  0.10
50 H 2.0302 -3.0282 4.4609  0.10
51 H 1.4252 -0.6898 3.8913  0.07
52 H 3.4912 2.6462 2.0798  0.05
53 H 5.4579 3.5095 0.8271  0.09
54 H 5.8515 2.7840 -1.5053  0.09
55 H 4.2654 1.2146 -2.5853  0.10
56 H 2.2844 0.4128 -1.3320  0.08
57 H -0.5416 4.1144 1.4214  0.06
58 H 0.9839 6.0722 1.4321  0.09
59 H 2.5834 6.4004 -0.4280  0.09
60 H 2.6475 4.7748 -2.2963  0.10
61 H 1.1270 2.8359 -2.2919  0.10
62 H 0.1793 -0.0817 -2.2737  0.07
63 H -0.2455 -0.4468 -4.6935  0.09
64 H -1.8470 1.0147 -5.8931  0.09
65 H -3.0339 2.8054 -4.6634  0.09
66 H -2.6281 3.1174 -2.2374  0.08
67 F 0.8131 -5.9002 -3.8164  0.09
68 C 0.4028 -5.3871 -2.6433  -0.15
69 C 0.3679 -4.0193 -2.4481  -0.14
70 F 0.7561 -3.1938 -3.4304  0.11
71 C -0.0637 -3.5286 -1.2321  -0.23
72 F -0.0374 -2.1838 -1.0757  0.00
73 C -0.4834 -4.3236 -0.1769  -0.47
74 Se -1.0989 -3.6082 1.4922  0.74
75 C -0.4140 -5.6932 -0.4090  -0.26
76 F -0.7709 -6.5631 0.5451  0.07
77 C 0.0172 -6.2234 -1.6111  -0.15
78 F 0.0674 -7.5545 -1.7932  0.09
79 Br -2.8508 -2.8177 4.6016  -0.41

Results
Spin multiplicity: 2
Calculated total energy, a.u.: -9621.82918
Kohn-Sham gap (alpha / beta), eV: 6.315 / 6.486
Net charge: -2
⟨S²⟩: 0.76
Energy above the lowest of the compared OMol25 structures with the same formula, charge and spin, kJ/mol: 127.4



Entry from OMol25: 2 unconnected molecules or ions with the total composition C8H20ClNO (ωB97M-V with the def2-TZVPD basis set).

Each line ends with the Löwdin charge.
Positions of all 31 atoms, in Å:
1 C -2.0285 -0.1941 1.8868  -0.08
2 C -1.2573 -0.4059 0.6420  -0.23
3 N 0.0895 0.0498 0.6920  -0.24
4 C 0.2974 1.4402 1.0040  -0.04
5 C 0.7675 -0.7451 1.8860  -0.12
6 C 0.8440 -2.2917 1.7591  -0.06
7 C 0.8204 -0.2844 -0.5191  -0.08
8 C 0.3607 0.5522 -1.7648  -0.14
9 O 1.3860 0.3815 -2.7891  -0.16
10 C 0.8762 0.9822 -3.9874  -0.08
11 H -1.9907 0.6737 2.3717  0.01
12 H -1.8877 -0.8870 2.8604  0.13
13 H -3.1578 -0.3452 1.5363  0.15
14 H -1.6634 0.1116 -0.0468  0.00
15 H -1.5513 -1.4627 0.4894  0.16
16 H 0.0022 1.7205 2.0848  0.14
17 H -0.1858 2.2219 0.3271  0.09
18 H 1.2858 1.8350 0.7963  0.11
19 H 0.2897 -0.4419 2.8344  0.13
20 H 1.7366 -0.5300 2.0254  0.08
21 H 1.4785 -2.8275 2.6165  0.14
22 H 1.5530 -2.6261 0.9593  0.08
23 H -0.0743 -2.7883 1.6507  0.05
24 H 0.8771 -1.2358 -0.5901  0.04
25 H 1.9783 -0.4229 -0.6644  0.20
26 H 0.3487 1.5730 -1.6044  0.08
27 H -0.5644 0.3965 -2.1821  0.08
28 H 0.0766 0.2224 -4.5314  0.16
29 H 1.5302 0.9145 -4.7109  0.03
30 H 0.5182 1.8570 -4.0600  0.02
31 Cl -2.7555 2.5565 -0.9719  -0.65

Results
Calculated total energy, a.u.: -906.72716
Kohn-Sham gap, eV: 7.147
Energy above the lowest of the compared OMol25 structures with the same formula, charge and spin, kJ/mol: 497.2



Entry from OMol25: 2 unconnected molecules or ions with the total composition C5H12O3 (ωB97M-V with the def2-TZVPD basis set).

Each line ends with the Löwdin charge.
Positions of all 20 atoms, in Å:
1 C -2.4409 -0.8681 0.4753  -0.02
2 C -1.7579 0.3070 -0.1792  -0.51
3 C -1.5019 0.1401 -1.6510  -0.02
4 O -1.4224 1.2882 0.4370  0.06
5 H -2.4368 -0.7587 1.5563  0.08
6 H -3.4713 -0.9178 0.1280  0.09
7 H -1.9422 -1.7911 0.1901  0.08
8 H -0.5588 -0.3977 -1.7493  0.07
9 H -2.2849 -0.4387 -2.1315  0.08
10 H -1.3955 1.1093 -2.1304  0.09
11 C 1.6859 1.1146 1.5098  -0.08
12 O 2.5790 0.1362 0.9989  -0.16
13 C 2.3742 -0.1910 -0.3346  -0.32
14 O 1.2975 -1.0659 -0.5303  -0.04
15 H 1.9132 1.2072 2.5669  0.09
16 H 0.6438 0.8211 1.3793  0.06
17 H 1.8456 2.0752 1.0124  0.09
18 H 3.3126 -0.6521 -0.6739  0.13
19 H 2.1524 0.6944 -0.9456  0.13
20 H 1.4087 -1.8122 0.0718  0.10

Results
SMILES: CC(C)=O.COCO
Calculated total energy, a.u.: -423.40358
Kohn-Sham gap, eV: 10.343
Energy above the lowest of the compared OMol25 structures with the same formula, charge and spin, kJ/mol: 132.0



Entry from OMol25: a molecular structure, C38H46OP2SiTi (ωB97M-V with the def2-TZVPD basis set).

Each line ends with the Löwdin charge.
Positions of all 89 atoms, in Å:
1 Ti -1.4312 0.6558 -0.8777  0.73
2 C -2.6703 0.9452 -2.6858  -0.20
3 C -2.3148 -0.3936 -2.4081  -0.31
4 C -1.2858 -1.1611 -3.2163  -0.21
5 C 0.0219 -0.3686 -3.3492  -0.21
6 C 0.3026 0.5101 -2.1460  -0.28
7 C -0.1075 1.8403 -1.8842  -0.33
8 C -0.8326 2.6981 -2.8873  -0.20
9 C -1.9737 1.9259 -3.5975  -0.17
10 C 2.5779 -0.2935 2.1606  -0.15
11 H -3.6901 1.2405 -2.4232  0.10
12 H -3.0441 -1.0211 -1.8930  0.10
13 H -1.6750 -1.4111 -4.2192  0.11
14 H -1.0927 -2.1192 -2.7043  0.08
15 H 0.8472 -1.0931 -3.4437  0.09
16 H 0.0265 0.1900 -4.3009  0.10
17 H 1.2214 0.2349 -1.6224  0.04
18 H 0.5248 2.3748 -1.1690  0.08
19 H -0.0862 3.0476 -3.6221  0.10
20 H -1.2492 3.5930 -2.3863  0.10
21 H -2.7085 2.6656 -3.9485  0.11
22 H -1.5557 1.4816 -4.5105  0.10
23 H 2.1407 0.6983 2.2876  0.01
24 H 3.4655 -0.3609 2.8085  0.09
25 H 1.8624 -1.0719 2.4200  0.03
26 P -0.9757 -1.9182 0.5105  1.13
27 P 2.9938 -0.5779 0.4632  1.03
28 C 0.6114 -2.3708 -0.1011  -0.36
29 C 1.7471 -1.5885 -0.3956  -0.27
30 C -2.1758 -3.2278 0.7436  -0.41
31 C -2.3115 -4.3030 -0.1602  -0.10
32 C -3.3805 -5.1990 -0.0279  -0.08
33 C -4.3195 -5.0582 1.0086  -0.08
34 C -4.1957 -3.9970 1.9139  -0.08
35 C -3.1648 -3.0798 1.7733  -0.09
36 C -3.1768 1.5154 -0.0587  -0.27
37 C -2.6165 2.8015 -0.0406  -0.17
38 C -3.4980 3.8881 0.0449  -0.09
39 C -4.8437 3.6273 0.3169  -0.12
40 C -5.3616 2.3323 0.3348  -0.11
41 C -4.5309 1.2272 0.0585  -0.14
42 C 4.5375 -1.4595 0.4851  -0.32
43 C 4.4766 -2.8648 0.5820  -0.07
44 C 5.6564 -3.6069 0.5795  -0.07
45 C 6.8910 -2.9493 0.4881  -0.06
46 C 6.9490 -1.5471 0.4691  -0.06
47 C 5.7727 -0.8029 0.4951  -0.08
48 C 3.2796 1.0708 -0.2855  -0.28
49 C 2.5796 2.2093 0.1857  -0.07
50 C 2.7376 3.4633 -0.4210  -0.06
51 C 3.6162 3.6155 -1.4938  -0.06
52 C 4.3645 2.5164 -1.9242  -0.07
53 C 4.1904 1.2603 -1.3399  -0.09
54 H 0.6513 -3.4376 -0.3974  0.07
55 H 2.1509 -1.7765 -1.4030  0.09
56 H -1.5871 -4.4118 -0.9733  0.10
57 H -3.5048 -6.0192 -0.7442  0.11
58 H -5.1474 -5.7679 1.1109  0.11
59 H -4.9283 -3.8809 2.7188  0.11
60 H -3.1251 -2.2219 2.4378  0.08
61 H -1.5401 2.9931 0.0089  0.09
62 H -3.1026 4.9079 -0.0371  0.10
63 H -5.5002 4.4791 0.5250  0.09
64 H -6.4230 2.1768 0.5489  0.09
65 H -4.9326 0.2113 -0.0661  0.10
66 H 3.5049 -3.3609 0.6297  0.11
67 H 5.6043 -4.7053 0.6324  0.12
68 H 7.8117 -3.5388 0.4342  0.11
69 H 7.9143 -1.0393 0.4143  0.11
70 H 5.8119 0.2842 0.4947  0.11
71 H 1.8715 2.1321 1.0032  0.08
72 H 2.1581 4.3167 -0.0627  0.12
73 H 3.7070 4.5771 -1.9993  0.11
74 H 5.0934 2.6435 -2.7269  0.11
75 H 4.7727 0.4088 -1.7132  0.11
76 C -2.6028 1.2182 3.0695  -0.17
77 Si -0.8591 0.7520 2.4945  0.27
78 C 0.1337 2.0724 3.4142  -0.17
79 C -0.6557 -0.9155 3.3847  -0.21
80 O -0.5341 0.8354 0.8854  -0.50
81 H -2.6929 1.0848 4.1619  0.04
82 H -3.3812 0.6162 2.5965  0.02
83 H -2.8170 2.2658 2.8467  0.03
84 H -0.1467 2.0305 4.4761  0.03
85 H 1.2298 2.0064 3.3638  0.00
86 H -0.1545 3.0586 3.0425  0.03
87 H -1.4268 -1.6382 3.1162  -0.03
88 H 0.2937 -1.4290 3.2653  -0.01
89 H -0.7728 -0.7123 4.4615  0.04

Results
Spin multiplicity: 3
Calculated total energy, a.u.: -3372.28638
Kohn-Sham gap (alpha / beta), eV: 4.521 / 3.222
⟨S²⟩: 2.08
Energy above the lowest of the compared OMol25 structures with the same formula, charge and spin, kJ/mol: 16.6



Entry from OMol25: a single C2H4N4OS molecule (ωB97M-V with the def2-TZVPD basis set).

Each line ends with the Löwdin charge.
Positions of all 12 atoms, in Å:
1 O -2.2366 0.2102 1.4904  -0.09
2 N -1.4856 0.6893 0.4589  -0.05
3 C -0.3967 -0.0198 0.1939  -0.42
4 N -0.0419 -1.2792 0.5331  0.06
5 N 0.9863 -1.7678 -0.2703  0.06
6 C 1.3286 -0.8001 -0.9947  -0.25
7 N 0.5041 0.2815 -0.8503  -0.41
8 S 0.6093 1.9253 -1.4189  0.76
9 H -2.6707 1.0461 1.7334  0.10
10 H -0.5225 -1.8203 1.2530  0.16
11 H 2.2212 -0.7548 -1.6630  0.14
12 H 1.7045 2.2897 -0.4655  -0.05

Results
SMILES: O/N=c1\[nH]ncn1S
Calculated total energy, a.u.: -770.94440
Kohn-Sham gap, eV: 8.064
Energy above the lowest of the compared OMol25 structures with the same formula, charge and spin, kJ/mol: 245.9



What is the calculated total energy in the third record? -906.72716 a.u.